Record 1
Density functional theory data (ωB97M-V/def2-TZVPD) for 2 unconnected molecules or ions with the total composition C8H15N3O2.

```
! RIJCOSX wB97M-V def2-TZVPD def2/J DEFGRID3
* xyz 0 1
H -1.1183 1.9398 -0.1408
C -1.8546 1.7417 -0.9204
H 3.2348 1.9018 -0.8418
H -2.8986 -2.3675 0.5610
O 0.3102 -2.2737 -0.0304
H -2.7860 2.2691 -0.6941
H 2.6410 -2.3391 -0.9194
C 3.0121 -1.3360 -0.7154
N 0.8093 0.9921 0.8934
H 2.9214 2.5262 0.7848
H -3.6147 1.0256 1.0622
C -2.8574 0.2655 1.2507
C 3.1075 1.6275 0.2057
H 3.3016 -0.8561 -1.6522
H -1.4746 2.0935 -1.8786
H 3.8840 -1.3980 -0.0610
N 0.0196 -0.1114 0.8257
H -0.6745 -2.2731 0.0547
C 1.9565 0.7093 0.3602
O -2.0633 0.3571 -1.0899
C -2.5259 -1.7216 -0.2106
H -1.9914 0.7377 1.7085
H 4.0243 1.1534 0.5521
H -2.3238 -2.1544 -1.1763
H -3.2612 -0.4747 1.9325
C 0.7141 -1.0420 0.2465
N 1.9607 -0.5952 -0.0801
C -2.4528 -0.3973 -0.0269
*
```

The calculation puts the total energy at -628.5390 Eh. As for the SMILES: Cc1nnc(O)n1C.C=C(C)OC. The calculation puts the energy above the lowest of the compared OMol25 structures with the same formula, charge and spin at 0.0 kJ/mol.

These are the Löwdin partial charges, in e, on atoms 1 to 8:
1 H 0.063
2 C -0.087
3 H 0.082
4 H 0.066
5 O 0.100
6 H 0.088
7 H 0.094
8 C -0.005


Record 2
Density functional theory data (ωB97M-V/def2-TZVPD) for C8H15N3O5 in the gas phase in a non-equilibrium geometry.

```
! RIJCOSX wB97M-V def2-TZVPD def2/J DEFGRID3
* xyz 0 1
C 1.9061 0.4868 -0.7034
H 3.4656 -0.8259 -1.7526
O 1.6716 0.2406 -1.8813
N 3.0374 -0.0672 1.4747
H -3.3875 0.5917 0.9389
H 5.1056 -0.6249 -0.9248
H 0.9009 1.1967 1.0051
N 0.8391 0.9622 0.0430
H 3.1949 0.6166 2.2135
O -0.6916 2.8946 0.8113
H -5.3659 -0.4277 -0.2503
N -4.8870 -1.3415 -0.1983
H -0.5186 0.5620 -1.5591
O -2.0289 2.6812 -0.9174
H 3.4176 -0.8107 2.0432
H -0.9378 -1.3014 -0.1681
H -0.9678 -0.3019 1.2931
C -0.5231 0.7893 -0.4684
C -3.5103 -1.4682 -0.0440
H 2.9449 -2.6803 -0.4334
C -2.9071 -0.0697 0.1536
O -2.9373 -2.5110 0.1051
C 3.8865 -0.8847 -0.7148
C -1.2258 -0.3330 0.2119
H -3.0824 0.3131 -0.7928
C -1.1377 2.1780 -0.3556
C 3.2574 0.1711 0.1408
H -1.4867 3.1285 1.2518
O 3.5327 -2.0456 -0.0552
H -5.3938 -2.2389 -0.3729
H 3.8291 1.1205 -0.0935
*
```

The calculation puts the total energy at -854.2474 Eh. As for the SMILES: NC(=O)CC[C@H](NC(=O)[C@@H](N)CO)C(=O)O. The calculation puts the energy above the lowest of the compared OMol25 structures with the same formula, charge and spin at 328.7 kJ/mol.

These are the Löwdin partial charges, in e, on atoms 1 to 8:
1 C -0.357
2 H 0.113
3 O 0.030
4 N 0.049
5 H 0.142
6 H 0.174
7 H 0.114
8 N 0.094


Record 3
Density functional theory data (ωB97M-V/def2-TZVPD) for C8H15NOS in the gas phase in a non-equilibrium geometry.

```
! RIJCOSX wB97M-V def2-TZVPD def2/J DEFGRID3
* xyz 0 1
C 1.5817 -1.6184 -1.1411
H -2.1172 1.3372 -1.5981
C -1.4114 -0.2007 0.1178
C 1.4128 -1.4289 1.3518
H 0.7961 -1.0007 2.1217
H -0.4119 3.0975 1.2069
H -1.8709 -2.4583 -0.2506
S -3.0352 -0.4942 0.1944
H 2.6840 -1.3830 -1.1267
N -0.5336 -1.1549 -0.0612
H -1.4073 2.9225 -1.1070
H 1.6302 1.1454 0.6581
H 2.4657 -1.2763 1.5843
H 1.3412 1.1843 -1.0637
C -0.6465 1.1582 0.0090
C 0.8592 -0.8719 -0.0724
C 0.8593 0.6854 -0.1232
H 1.0844 -1.3694 -2.1229
H 1.2073 -2.6385 1.4954
H 1.3940 -2.6578 -0.9902
H -0.5273 1.6090 2.1442
H -1.9000 2.2910 1.3964
O -0.9529 -2.4693 -0.2170
C -0.9045 2.0687 1.1415
C -1.1600 1.8147 -1.3214
H -0.4371 1.7084 -2.2260
*
```

The calculation puts the total energy at -841.9181 Eh. As for the SMILES: CC1(C)CC(C)(C)N(O)C1=S. The calculation puts the energy above the lowest of the compared OMol25 structures with the same formula, charge and spin at 275.2 kJ/mol.

These are the Löwdin partial charges, in e, on atoms 1 to 8:
1 C -0.039
2 H 0.046
3 C -0.717
4 C -0.015
5 H 0.056
6 H 0.111
7 H -0.010
8 S 0.689


Record 4
Density functional theory data (ωB97M-V/def2-TZVPD) for 2 unconnected molecules or ions with the total composition C8H16 in a non-equilibrium geometry.

```
! RIJCOSX wB97M-V def2-TZVPD def2/J DEFGRID3
* xyz 0 1
H 1.9658 1.1715 2.3747
H 1.3295 1.0745 -1.5327
C 1.1460 0.4506 2.4720
H -2.1112 0.3822 1.1307
H -0.4260 0.8669 -3.2422
C 2.0688 0.2883 -1.7237
H 3.0989 0.4668 -1.3947
C -2.3215 0.4420 2.2118
H 0.3058 -2.1823 -2.9562
C -1.2020 -0.0249 3.1663
H 1.3151 -0.5664 2.1000
H 0.8425 -1.1398 -4.3056
C -0.6089 -0.1648 -2.8975
C 0.0135 0.8676 3.0300
H -0.9054 -1.0660 2.9348
H -1.5578 -0.0013 4.2143
H -0.0915 1.9311 3.2822
H -3.1797 -0.2122 2.4401
H -2.5955 1.4812 2.4600
C 1.9004 -0.7829 -2.5585
H -1.4782 -0.5690 -3.4430
H -0.8499 -0.1387 -1.8215
C 0.5678 -1.1431 -3.2333
H 2.7737 -1.4314 -2.7081
*
```

The calculation puts the total energy at -314.3462 Eh. As for the SMILES: C=CCC.C=CCC. The calculation puts the energy above the lowest of the compared OMol25 structures with the same formula, charge and spin at 126.8 kJ/mol.

These are the Löwdin partial charges, in e, on atoms 1 to 8:
1 H 0.051
2 H 0.049
3 C -0.022
4 H 0.069
5 H 0.073
6 C -0.020
7 H 0.044
8 C -0.118


Record 5
Density functional theory data (ωB97M-V/def2-TZVPD) for a molecular structure, C8H16As2F12KO4S2 in a non-equilibrium geometry.

```
! RIJCOSX wB97M-V def2-TZVPD def2/J DEFGRID3
* xyz -1 1
F 28.0942 19.1959 2.1917
H 29.5098 16.9781 0.1715
C 28.7577 16.2490 -0.1150
F 28.4710 20.6055 4.1274
H 23.8114 26.0167 -1.3072
C 26.4057 15.7861 0.6800
O 27.3087 24.3777 -0.0558
H 25.8502 14.9728 1.1414
F 24.0090 19.6356 4.6679
C 25.2607 24.4599 -1.8052
O 28.1231 16.5385 -2.6727
H 24.8518 23.4470 1.5834
K 26.0450 19.7464 0.4801
F 22.5446 17.8826 3.7587
C 23.5160 24.2682 -0.0298
As 23.4746 19.1807 3.0994
F 22.9846 18.7293 1.4879
F 24.8552 18.1218 2.9353
H 28.2142 14.7269 1.3523
F 24.4310 20.4820 2.4234
As 28.6860 20.8438 2.4516
F 28.8820 20.8934 0.7204
F 22.1368 20.2633 3.2211
H 25.9817 16.7060 1.0860
C 23.8683 24.9304 -1.3705
C 26.2451 15.8203 -0.8324
C 27.9052 15.7265 1.0434
S 27.6267 16.8303 -1.3564
H 25.2309 23.7050 -2.5875
F 29.2403 22.4572 2.6176
H 26.2924 14.8510 -1.3248
H 23.1497 24.6396 -2.1379
O 25.9807 22.3373 -0.4949
O 27.2701 18.1890 -1.0369
H 25.9020 25.2502 -2.1983
H 25.3684 16.3945 -1.1273
S 26.0590 23.7666 -0.3486
H 29.2774 15.4196 -0.6006
H 23.0826 23.2726 -0.1363
H 22.7378 24.8331 0.4880
F 30.3040 20.2541 2.6076
H 24.9990 25.2022 1.2376
C 24.7763 24.2212 0.8204
H 28.0651 16.3294 1.9394
F 27.0690 21.4419 2.2183
*
```

The calculation puts the total energy at -7682.0846 Eh.

These are the Löwdin partial charges, in e, on atoms 1 to 8:
1 F -0.314
2 H 0.118
3 C -0.213
4 F -0.226
5 H 0.110
6 C -0.201
7 O -0.285
8 H 0.120


Record 6
Density functional theory data (ωB97M-V/def2-TZVPD) for a molecular structure, C8H16BMgNO5 in a non-equilibrium geometry.

```
! RIJCOSX wB97M-V def2-TZVPD def2/J DEFGRID3
* xyz 2 1
C -3.0036 -2.2204 -1.5095
N 3.0477 1.1254 0.3369
H -0.1445 1.4220 -1.7835
H -2.4313 -3.0231 -1.9508
O -2.7215 -0.6389 0.2632
H -3.8541 -2.6323 -0.9866
C -2.0803 -1.4877 -0.5931
H -0.5296 1.1735 2.0058
H 4.0236 1.3702 0.2334
H 4.1673 -1.4010 -0.7925
O 2.5124 1.7928 -1.8460
Mg -1.7261 2.9608 -1.5927
H -2.7360 -0.4016 2.2609
H 1.4695 -1.5367 1.1710
C -1.4723 1.1225 1.4744
H -1.2985 2.8185 0.2232
H -3.3205 -1.5693 -2.3154
H -2.1773 1.4154 -0.5937
B 2.8284 -0.3152 0.6027
O 1.6172 -0.5880 1.1728
H 3.3960 -2.4082 0.3978
O 1.0140 2.1047 -0.1754
C -0.0111 1.3267 -0.6547
C -2.0134 -0.3251 1.4608
H 0.1609 0.2667 -0.4544
H -2.1716 1.7438 2.0220
O -0.8723 -1.5813 -0.6153
C 3.8560 -1.4360 0.2445
C 2.2854 1.6629 -0.6657
C -1.3158 1.6816 0.0850
H 4.7228 -1.3971 0.8968
H -1.2213 -1.0256 1.6783
*
```

The calculation puts the total energy at -969.7105 Eh.

These are the Löwdin partial charges, in e, on atoms 1 to 8:
1 C 0.052
2 N 0.233
3 H 0.141
4 H 0.103
5 O -0.017
6 H 0.104
7 C -0.489
8 H 0.147


Record 7
Density functional theory data (ωB97M-V/def2-TZVPD) for 2 unconnected molecules or ions with the total composition C8H16Br2N2O3 in a non-equilibrium geometry.

```
! RIJCOSX wB97M-V def2-TZVPD def2/J DEFGRID3
* xyz 0 1
C 3.1168 3.6619 1.4296
O -0.0760 -1.0748 1.5272
H -0.0700 -2.2853 -3.7399
H -2.4652 -2.8991 -0.9361
H 0.4485 -0.2784 -1.5094
C 0.1094 -2.3673 -1.6785
H -2.7813 -1.3525 -1.4673
O -1.9329 -2.3258 1.5380
C -0.8074 0.8058 0.2419
H -1.5163 -2.4438 -2.9745
C -0.7316 -0.7202 0.2466
H 1.7255 5.2946 1.4463
H 0.9699 3.7194 1.7505
Br 1.2490 4.1480 -0.6851
N -0.6059 -2.0080 -2.9308
C 1.7460 4.2363 1.1945
Br 3.0886 1.7157 1.3829
H 1.0861 -2.7199 -2.0027
C 0.3326 -1.1083 -0.8225
H -0.3712 -3.1906 -1.1550
H 0.1812 1.2047 0.0372
H -2.7135 -0.6788 0.8076
C -0.7024 -2.0748 2.1151
H -1.2038 1.1346 1.1980
H 3.8432 3.9859 0.6911
O -0.3192 -2.7076 2.9950
H 1.2951 -1.2169 -0.3292
N -2.8142 -1.9826 -0.6766
C -2.0396 -1.4656 0.4238
H 3.4731 3.9200 2.4247
H -1.5148 1.0732 -0.5425
*
```

The calculation puts the total energy at -5797.6819 Eh. As for the SMILES: C[C@@]1(CCN)OC(=O)O[C@@H]1N.BrCCBr. The calculation puts the energy above the lowest of the compared OMol25 structures with the same formula, charge and spin at 61.3 kJ/mol.

These are the Löwdin partial charges, in e, on atoms 1 to 8:
1 C -0.694
2 O 0.089
3 H 0.061
4 H 0.073
5 H 0.108
6 C -0.245
7 H 0.084
8 O 0.114